63
Properties=species:S:1:pos:R:3:forces:R:3 method="wB97M-V/def2-TZVPD" multiplicity=2 relative_energy_kcal_mol=0.00 gap_ev="6.26 / 6.59" homo_ev="-7.236 / -7.617" s_squared=0.7589
C 1.141648 2.532360 2.653328 0.0 0.1 0.0
H -0.144466 2.744908 -4.772456 0.0 0.0 0.0
O -0.490317 -0.996915 -3.094750 0.1 0.2 -0.1
H -1.029719 -3.379502 -2.470308 0.0 0.0 0.0
O 1.150139 0.796268 -4.591983 0.0 -0.1 0.1
C -1.974616 2.492912 0.164494 0.0 -0.1 0.0
H 3.216747 -3.584704 -0.370799 0.0 0.0 0.0
C -0.369045 -2.900395 -1.747137 0.0 0.0 -0.1
H 3.176426 -2.286940 3.704963 0.0 0.0 0.0
H -2.886705 4.180538 -1.828081 0.0 0.0 0.0
C -1.608858 3.578640 -3.434575 0.0 0.0 0.0
C 2.921961 -2.129426 2.663690 0.0 0.0 0.0
O 1.866530 0.566411 -2.472559 -0.1 0.0 -0.2
H 2.034689 -1.501556 -1.027262 0.0 0.0 0.0
C -1.598646 2.544185 -1.287456 0.0 -0.1 0.1
O -1.654402 1.574355 0.876212 0.2 0.0 0.1
Si 1.770790 1.909918 0.994408 0.0 0.0 0.1
Ru -0.632185 -0.087733 -0.385969 -0.2 0.2 0.1
F -5.489727 -1.532895 1.107399 0.0 0.0 0.0
S -2.951076 -0.691212 -0.737771 0.1 -0.1 0.1
H 1.585610 3.510112 2.866180 0.0 0.0 0.0
N -0.689887 1.622608 -1.663843 0.0 0.1 -0.2
N 1.104040 0.352161 0.562463 -0.2 -0.1 -0.3
H 4.012785 1.278175 1.948568 0.0 0.0 0.0
C -0.167936 1.747427 -2.890582 0.0 0.0 0.1
C -0.451010 -1.394070 -1.946794 0.1 -0.1 0.4
C -0.601473 2.711116 -3.795205 0.0 -0.1 0.0
H 1.401451 1.868077 3.478497 0.0 0.0 0.0
C -2.103684 3.503404 -2.142875 0.0 0.0 -0.1
H 4.070347 2.804214 1.064042 0.0 0.0 0.0
H 1.924127 -0.273146 3.049385 0.0 0.0 0.0
H 0.328362 -2.328358 2.055015 0.0 0.0 0.0
H 0.656538 -3.197737 -1.978907 0.0 0.0 0.0
C 3.265717 -3.084325 1.715235 0.0 0.0 0.0
C 1.030449 0.917354 -3.258559 0.1 0.1 0.1
H 4.017794 1.269114 0.185420 0.0 0.0 0.0
C -2.863851 -3.402696 2.278215 0.0 0.0 0.0
H 2.085310 4.120385 0.074148 0.0 0.0 0.0
N -1.244741 -1.658457 0.901760 0.0 0.1 -0.1
H -1.064044 -3.925825 3.348312 0.0 0.0 0.0
H 1.955239 0.279414 -4.742669 0.0 0.0 0.0
F -5.052148 -3.072558 -0.346630 0.0 0.0 0.0
C 3.642609 1.798458 1.065454 0.0 -0.1 -0.1
H -2.720647 4.250080 0.056669 0.0 0.0 0.0
H -0.600591 -3.229816 -0.741444 0.0 0.0 0.0
C -1.511142 -3.316278 2.577179 0.1 0.0 0.0
C -0.730588 -2.428958 1.863387 -0.1 0.0 0.0
H -1.987898 4.313945 -4.130660 0.0 0.0 0.0
H 1.707323 3.015215 -1.245095 0.0 0.0 0.0
H 3.795999 -3.981648 2.005545 0.0 0.0 0.0
C 1.870637 -0.754129 0.959067 0.0 -0.2 0.0
C -2.553773 -1.737543 0.585206 -0.1 -0.1 -0.1
H 0.055998 2.645439 2.655886 0.0 0.0 0.0
C -4.857129 -2.704923 0.929620 0.0 0.0 0.0
C -3.398669 -2.616919 1.278103 0.0 0.0 0.0
C 2.262892 -1.707493 0.011070 0.0 0.1 0.0
C 2.934743 -2.859733 0.383394 0.0 0.0 0.1
C 2.233708 -0.983835 2.293893 0.0 0.1 0.0
O -2.636670 3.524910 0.686010 0.0 0.0 0.0
C 1.429208 3.298584 -0.229831 0.0 0.0 0.0
H -3.505129 -4.085386 2.818915 0.0 0.0 0.0
F -5.492155 -3.610485 1.697797 0.0 0.0 0.0
H 0.413084 3.694933 -0.224718 0.0 0.0 0.0

56
Properties=species:S:1:pos:R:3:forces:R:3 method="wB97M-V/def2-TZVPD" relative_energy_kcal_mol=18.57 smiles="O=C(NC[C@@H](c1cccnc1)N1CCN(c2ccccc2F)CC1)Oc1ccccc1" gap_ev=8.48 homo_ev=-7.824
C -4.625328 -0.642130 -1.351278 -0.5 0.1 0.2
H 2.452597 1.971151 3.376069 0.0 0.0 0.0
H 0.234376 0.354332 0.215096 0.0 -0.1 -0.1
C -6.604912 0.694269 -1.846725 0.0 0.1 0.0
C 2.156263 1.230946 -1.348749 -0.3 -0.3 0.1
C -5.130272 -0.755909 -0.048656 0.0 0.1 0.0
C -1.613527 -1.706340 -0.258748 -0.1 -0.2 -0.1
H 1.375200 -2.443531 -0.264711 -0.1 0.0 0.0
H -2.339415 -2.953139 -1.843026 0.0 0.0 0.1
H 4.009732 1.400537 -3.983291 0.0 0.0 -0.1
C -2.553807 -0.517532 -2.660748 0.2 0.4 0.1
H 3.275212 -1.013784 0.140692 0.0 0.0 0.1
H -3.059228 0.292540 -3.182676 0.0 -0.1 0.0
C 1.452833 0.043670 -1.521378 0.0 0.1 -0.1
N 2.519222 -1.085672 0.803536 0.2 0.0 -0.1
O 3.895790 0.111735 2.045572 0.3 0.2 0.0
C -1.417461 0.066525 -1.815946 -0.2 0.0 -0.4
H -2.132631 -1.209130 -3.397971 0.0 0.1 0.0
N -3.477860 -1.249838 -1.824114 0.2 -0.3 -0.1
C -7.068797 0.558266 -0.548842 0.0 0.0 0.0
F -4.448906 -1.436953 0.914971 0.0 0.1 -0.2
C 3.958415 2.601681 4.763476 0.1 0.0 0.0
O 1.751690 -0.217676 2.756203 -0.2 0.2 0.2
C 5.592386 0.715926 3.568499 -0.3 -0.1 -0.2
C 0.492524 -0.469530 -0.477816 0.2 -0.1 0.0
N 3.044358 1.688640 -2.212969 0.3 0.5 0.0
H -5.106164 0.197801 -3.262935 0.0 0.0 -0.1
H -0.727895 0.609459 -2.465743 -0.1 0.0 0.0
C -5.421832 0.103323 -2.235678 0.0 0.0 0.1
H -1.097732 -2.540223 0.215145 0.0 0.0 0.1
C 3.276515 0.983488 -3.305792 0.0 -0.1 -0.2
H 6.212976 -0.023439 3.086637 0.1 -0.1 -0.1
C 2.628842 -0.362241 1.946495 0.0 -0.4 -0.1
H 1.174434 -1.614434 -2.844221 -0.1 -0.1 0.0
H -6.635945 -0.311765 1.371503 0.0 0.0 0.1
H 3.318493 3.337239 5.227331 -0.1 0.1 0.0
C 1.232855 -1.549627 0.345434 -0.3 0.2 0.2
C -6.321031 -0.180333 0.347838 0.0 0.0 -0.1
H 0.661305 -1.793303 1.242227 0.0 -0.1 -0.2
H 7.089459 1.354005 4.947791 0.1 0.0 0.0
C 6.074092 1.490201 4.606722 0.0 0.0 0.0
H -2.009600 -1.044272 0.527564 0.0 0.0 0.0
H -7.176583 1.257222 -2.569199 0.0 0.0 -0.1
H 1.998097 1.845956 -0.471118 -0.1 0.0 0.1
H -3.446335 -2.843283 -0.468266 0.1 0.0 -0.1
C 4.285880 0.889192 3.128324 0.1 0.1 0.3
C 5.256822 2.432019 5.209873 0.1 0.1 0.1
C -2.765354 -2.273063 -1.095545 0.1 -0.2 0.4
H -1.843185 0.782864 -1.088780 0.0 0.0 0.0
H -7.994861 1.015622 -0.239861 -0.1 0.0 0.0
H 5.632632 3.032430 6.024617 0.0 0.0 0.1
H 2.851589 -0.756090 -4.493917 0.0 0.0 -0.1
C 1.709675 -0.692181 -2.674133 0.1 0.2 0.1
C 3.465655 1.838676 3.718360 -0.1 -0.1 -0.2
N -0.694331 -1.000603 -1.140188 0.1 0.1 0.1
C 2.633072 -0.213692 -3.586959 0.0 0.0 0.1

57
Properties=species:S:1:pos:R:3:forces:R:3 method="wB97M-V/def2-TZVPD" relative_energy_kcal_mol=0.00 smiles="Cc1cc(C)cc(NC(=O)CSc2nc3c(c(=O)[nH]2)CN(Cc2ccc(F)cc2)CC3)c1" gap_ev=8.77 homo_ev=-8.375
C 2.155816 3.886944 2.193774 0.3 0.1 0.0
H -1.214249 3.462603 -0.452592 0.0 0.0 0.0
C 3.338143 2.529983 0.583233 0.1 -0.3 0.0
H 2.964562 0.857030 3.503121 0.0 -0.1 0.1
C 0.080173 0.327092 1.600262 0.0 0.3 -0.4
S 0.682294 -1.239979 1.099631 0.3 -0.3 0.1
H 1.787430 5.984691 1.965292 0.0 0.0 0.1
C -2.104065 -4.297775 -4.088690 0.0 -0.2 0.2
O 0.009440 -0.900405 -2.675548 -0.1 0.0 -0.2
C 3.390733 1.511284 1.514385 0.0 0.1 -0.1
H -0.637521 -5.195054 -0.634324 0.0 -0.1 0.1
H -1.649021 -8.018486 -2.378927 0.0 -0.1 0.0
C -0.353712 3.615713 0.202861 0.1 0.2 0.1
H -1.584432 -7.356118 -0.741615 0.0 -0.1 0.1
C 1.192995 -0.885835 -0.609484 -0.1 0.1 0.2
C -1.049822 -4.950375 -1.604021 0.0 0.0 -0.1
C -0.821678 -3.688384 -2.148037 -0.1 -0.1 -0.3
H -1.877290 4.453705 2.947708 0.0 0.0 0.1
H -0.534080 4.221748 4.070296 0.0 0.0 0.0
H 0.535415 3.497431 -0.418202 -0.1 -0.1 0.0
C 2.723962 3.718353 0.936715 0.0 0.0 0.3
H -2.907165 -6.279215 -4.076837 -0.1 -0.1 -0.1
C 0.302748 -1.517981 -1.678111 0.3 0.4 0.4
C 2.882391 1.663656 2.791177 0.1 -0.1 -0.1
H -2.942047 -2.901782 -5.477343 0.0 0.1 -0.1
H -1.172051 -2.387952 -3.807318 0.0 0.1 0.0
F 3.955625 0.331933 1.166915 0.0 0.1 0.0
C 2.270814 2.858565 3.123757 0.2 0.1 -0.2
H -1.891945 -4.114493 -6.201746 0.0 0.0 -0.1
H -0.223855 -0.366225 3.516298 0.0 0.2 0.0
H 1.168280 0.199559 -0.713913 0.0 -0.2 -0.1
C -1.798607 -5.888910 -2.292380 0.1 0.1 0.0
C -0.343538 2.522504 1.221710 -0.3 0.0 0.6
C -2.049456 -7.250621 -1.718330 0.0 0.0 0.0
H -3.515064 -4.566118 -5.680599 -0.1 0.0 -0.1
N -0.051095 5.104068 2.233671 -0.1 0.2 0.1
H 1.470773 5.356649 3.591537 0.1 0.0 -0.1
H -3.119321 -7.426645 -1.615364 0.0 -0.1 0.0
C -2.321133 -5.550125 -3.535585 0.0 0.1 0.0
C 1.375273 5.139232 2.523931 -0.1 0.0 0.0
C -2.652995 -3.949222 -5.438651 0.1 0.0 0.0
H 2.215162 -1.253438 -0.715361 0.0 0.0 0.0
H 0.264097 -3.162827 -0.504439 -0.1 0.1 -0.2
H 1.867323 2.986035 4.117573 -0.1 0.0 0.1
C -0.428431 5.023676 0.840809 -0.1 0.0 -0.2
H -1.461568 5.382783 0.786105 0.1 0.0 -0.1
O -0.856750 1.724473 4.671249 0.0 0.1 0.4
C -0.634238 2.751604 2.532368 -0.2 0.0 -0.3
C -1.348929 -3.364515 -3.389340 0.0 0.1 0.0
N 0.036098 1.299360 0.758985 0.0 -0.3 -0.2
H 3.765581 2.386020 -0.396691 0.1 0.0 -0.1
H 0.193716 5.718778 0.274251 -0.1 0.0 0.0
H 2.683386 4.525819 0.219887 0.0 0.1 -0.1
N -0.047773 -2.793787 -1.394323 0.0 -0.5 0.3
C -0.622293 1.666438 3.482773 0.0 -0.1 -0.5
N -0.275737 0.436194 2.898701 0.0 -0.1 0.1
C -0.822366 4.162344 3.018796 -0.1 0.0 0.1